Entry 1:
# C6H27NO8

A 8-piece molecular cluster, C6H27NO8 overall (wB97M-V/def2-TZVPD, OMol25).

```
42
Properties=species:S:1:pos:R:3:forces:R:3
C -1.10288 -0.35394 -1.91264 -0.138 -0.286 -0.113
N -2.13928 0.53953 -1.40906 1.070 0.328 -0.814
C -1.99609 1.88861 -1.48311 -1.669 -1.078 0.887
O -2.68991 2.61301 -0.78018 0.343 0.597 -0.243
C 0.13344 -0.34858 -1.01995 0.487 0.189 -0.050
C -0.16695 -0.66037 0.44714 0.001 0.711 0.680
C -0.62991 -2.09018 0.70659 0.062 -0.423 0.362
C 0.50781 -3.11630 0.67342 -0.607 0.317 -0.089
H -0.85022 -0.09777 -2.94967 0.021 0.170 0.213
H -1.51024 -1.36455 -1.96610 -0.191 0.113 0.079
H -2.76315 0.13632 -0.71745 -0.012 0.211 -0.116
H -1.32435 2.28997 -2.24043 0.375 -0.135 -0.164
H 0.61114 0.64192 -1.12009 -0.084 -0.238 0.203
H 0.86047 -1.07713 -1.40641 -0.087 0.073 -0.043
H 0.71569 -0.42073 1.08316 -0.282 -0.284 -0.452
H -0.92248 0.05561 0.83037 0.326 -0.406 -0.412
H -1.12021 -2.13627 1.69277 0.339 0.083 -0.263
H -1.44475 -2.33241 0.00956 1.070 -0.099 0.047
H 1.20483 -2.91562 1.48366 0.264 0.055 -0.054
H 0.10951 -4.11885 0.83916 0.120 -0.053 -0.191
H 1.01027 -3.06269 -0.29449 0.212 -0.261 0.125
H 1.25384 2.70646 1.09144 -0.516 0.051 0.275
H 0.31001 3.86976 1.37448 -0.175 0.017 0.058
O 0.41013 2.93197 1.56617 0.669 0.026 -0.302
H 4.04109 -0.07998 0.41150 0.080 -0.066 -0.071
H 4.37547 0.20502 -1.07742 -0.139 0.005 0.348
O 4.31288 0.62066 -0.19060 0.043 -0.178 -0.118
H -3.34898 -0.44878 3.19216 0.004 -0.284 -0.042
H -2.36697 0.30296 2.33903 0.147 0.170 -0.114
O -2.62500 -0.62049 2.57693 -0.276 0.410 0.381
H 3.40256 3.24377 0.75055 0.041 -0.031 -0.036
H 3.23917 1.88435 0.01271 -0.157 0.760 0.149
O 2.77298 2.74328 0.22280 0.133 -0.516 -0.134
H -1.20355 2.24396 1.82616 -0.536 -0.139 -0.028
H -2.45822 2.11003 0.92391 -0.040 0.189 0.292
O -2.14906 1.95775 1.84167 0.427 -0.115 -0.073
H 3.58269 -0.89332 -3.08219 0.089 0.053 -0.039
H 5.10793 -0.60744 -3.12395 -0.196 -0.072 -0.016
O 4.36570 -0.78327 -2.53246 0.160 -0.030 -0.112
H -3.03084 -1.28216 1.03935 -0.238 -0.019 0.051
H -3.20816 -2.56532 0.22695 -0.261 0.126 -0.091
O -3.27641 -1.60880 0.14455 -0.879 0.060 0.030
```
Forces are in eV/Å.

Computed properties:
**Total charge**: 0
**Calculated total energy**: -24531.590 eV
**Frontier orbital gap**: 9.428 eV
**Multiplicity**: 1
**Maximum force**: 2.18 eV/Å

---

Entry 2:
# C6H27NO8

A 8-piece molecular cluster, C6H27NO8 overall (wB97M-V/def2-TZVPD, OMol25).

```
42
Properties=species:S:1:pos:R:3:forces:R:3
O 1.92763 0.61735 1.13491 0.399 -1.380 0.520
C 1.08977 0.66316 0.28203 -0.365 3.279 -0.304
N 0.45114 -0.47930 -0.25049 -0.064 -0.005 1.033
C 0.74870 -1.84364 0.15058 -1.672 -0.377 -1.068
C 1.90679 -2.36425 -0.76464 0.770 -0.193 -0.828
C 0.53991 2.07348 -0.12051 1.122 -0.520 -2.213
C -1.23593 2.95317 1.40083 -1.042 1.594 0.500
C -0.91533 2.07446 0.20337 -1.388 -0.478 1.049
H -0.32380 -0.26288 -0.91478 -0.100 -0.731 -0.405
H -0.17038 -2.41858 -0.16667 0.857 0.617 0.631
H 0.90150 -1.92217 1.22488 0.343 0.258 -0.046
H 1.47028 -3.28579 -1.31548 1.134 1.863 0.495
H 2.86459 -2.64050 -0.21471 -1.408 0.431 -0.423
H 2.16456 -1.44689 -1.42185 -0.174 -2.081 0.399
H 0.57729 2.29900 -1.24057 0.634 -0.576 1.336
H 1.12014 2.86336 0.40844 -0.296 -0.895 -0.334
H -1.03957 2.79683 2.45826 1.407 -1.008 -0.071
H -2.29535 2.90618 1.52751 -1.151 0.386 -0.432
H -0.97784 4.03534 1.25248 -0.129 -0.999 -0.279
H -1.51819 2.48306 -0.65147 0.447 -0.802 0.748
H -1.24600 0.98572 0.42971 -0.144 1.543 -0.476
H 3.51349 -0.49175 0.49093 -0.473 0.587 0.113
H 4.36083 -0.36685 1.76938 -0.095 1.123 1.649
O 4.27983 -0.79260 0.95044 0.925 -1.883 -1.716
H -4.67148 -1.13082 0.62268 -0.635 -0.764 0.832
H -3.09964 -1.55353 0.91309 -1.079 -0.716 0.663
O -3.75492 -1.03406 0.43796 1.746 1.465 -1.815
H -1.76280 -2.85749 2.85022 -0.380 -1.369 -0.408
H -2.24088 -1.59678 2.78030 -1.061 0.828 -0.228
O -2.54040 -2.45779 2.43190 1.274 0.075 0.546
H -2.53465 -0.84760 -1.77319 -0.202 -0.347 0.886
H -1.89874 -0.24110 -2.93899 0.774 0.003 -0.073
O -1.64649 -0.70241 -2.11921 -0.378 0.476 -0.399
H -0.86722 0.10703 2.45568 -0.514 -0.766 1.887
H -0.56476 -0.73474 3.79086 0.416 0.247 0.021
O -1.26104 -0.31659 3.27870 0.470 1.090 -1.573
H 2.63333 -0.18414 -3.50640 0.502 1.398 -1.576
H 2.47931 0.52450 -2.38990 0.460 1.820 -0.205
O 2.70893 0.79738 -3.31541 -0.560 -3.160 1.734
H 0.06887 0.80281 -2.68631 0.387 1.304 -2.336
H 0.78824 1.74387 -3.86517 -0.920 -1.169 0.926
O -0.02972 1.24556 -3.58943 0.164 -0.167 1.243
```
Forces are in eV/Å.

Computed properties:
**Total charge**: +1
**Calculated total energy**: -24519.511 eV
**Frontier orbital gap (spin up / spin down)**: 10.813 / 5.387 eV
**Expectation value of S²**: 0.765
**Multiplicity**: 2
**Maximum force**: 3.65 eV/Å

---

Entry 3:
# C6H27NO9

A 9-piece molecular cluster, C6H27NO9 overall (wB97M-V/def2-TZVPD, OMol25).

```
43
Properties=species:S:1:pos:R:3:forces:R:3
C -2.33676 -1.63721 0.06643 -0.500 0.802 -1.420
C -1.02699 -1.65471 -0.77895 -6.666 -0.359 1.231
N -0.00852 -1.13732 -0.14849 5.672 1.270 1.583
C 1.31064 -1.02168 -0.83482 0.345 1.271 -2.131
C 2.26422 -0.36772 0.14212 1.425 -0.208 1.208
C 1.60385 -0.61451 1.52431 -0.414 4.865 -1.290
C 0.13935 -0.82660 1.35134 -2.793 0.474 -0.558
O -1.09664 -1.97815 -1.94463 1.209 0.119 -0.613
H -2.48320 -2.50143 0.66810 0.598 -0.639 1.256
H -2.45726 -0.64765 0.65227 -0.050 -1.746 -1.135
H -3.14391 -1.88471 -0.67591 0.564 1.192 0.532
H 1.68272 -2.03533 -1.16863 -0.743 0.820 0.127
H 1.22715 -0.33627 -1.82669 -0.187 -1.803 2.058
H 3.27853 -0.88040 0.23942 -1.319 0.599 -0.750
H 2.49052 0.71898 -0.04989 -0.638 -1.255 -0.084
H 1.92320 -1.45484 1.92853 2.109 -3.712 2.009
H 1.88825 0.27695 2.14152 -0.625 -1.081 -0.103
H -0.25708 -1.72080 1.96535 0.309 1.273 -1.109
H -0.57160 0.09856 1.59134 1.387 -1.658 -0.512
H -3.56939 2.77768 -1.46277 0.619 -1.510 1.578
H -2.73698 2.57220 -0.07787 -0.789 -0.555 -1.259
O -3.23949 2.07276 -0.80978 -0.163 1.930 -0.386
H -0.61300 0.83005 -2.16496 -1.042 1.581 -0.045
H -1.80222 1.73959 -1.48925 0.642 -0.082 -0.929
O -0.98724 1.75571 -2.10899 0.365 -1.750 0.486
H 0.62597 2.44827 -1.62963 -4.926 -0.835 -0.170
H 1.77748 2.63315 -2.23984 3.251 0.613 -5.710
O 1.48792 2.60236 -1.41483 1.754 0.204 6.101
H 2.05989 2.40768 0.93900 0.665 0.556 0.048
H 2.95149 2.88969 2.22896 -1.218 -0.373 -1.003
O 2.05323 2.65960 1.87429 0.733 -0.030 0.584
H -0.09688 -5.19528 0.70401 1.636 -3.658 -1.928
H -0.44285 -3.78843 0.47745 -0.156 -1.222 1.243
O -0.44147 -4.50894 1.16848 -1.464 4.826 0.658
H 0.55832 2.00542 2.54626 0.610 0.476 0.832
H -0.61033 2.05721 3.55945 -1.736 0.444 8.131
O -0.38270 2.02315 2.73998 1.322 -1.161 -8.298
H -0.50950 3.46975 -0.02905 -3.024 -1.220 1.859
H -0.83195 2.71645 1.24282 2.353 -2.082 4.829
O -1.29172 3.06231 0.57318 0.569 3.934 -6.653
H 0.68403 -3.93667 -2.82154 -0.356 0.355 -0.179
H 0.18310 -2.48606 -3.20258 -0.737 0.178 0.387
O 0.74784 -3.20281 -3.44550 1.407 -0.843 -0.475
```
Forces are in eV/Å.

Computed properties:
**Total charge**: +1
**Calculated total energy**: -26566.719 eV
**Frontier orbital gap (spin up / spin down)**: 10.735 / 5.328 eV
**Expectation value of S²**: 0.772
**Multiplicity**: 2
**Maximum force**: 8.48 eV/Å

---

Entry 4:
# C6H28N12O8

A 8-piece molecular cluster, C6H28N12O8 overall (wB97M-V/def2-TZVPD, OMol25).

```
54
Properties=species:S:1:pos:R:3:forces:R:3
C -0.89747 -4.12546 2.01036 -2.449 -2.764 0.113
O -1.37972 -5.10040 2.56646 0.202 -0.982 0.800
N -1.11701 -2.89712 2.31018 -0.462 4.917 2.207
N -0.34928 -4.12315 0.82364 1.603 -3.035 -2.766
H -0.53674 -2.34637 1.69369 -0.549 1.678 0.773
H -1.68314 -2.56109 3.07614 0.572 -0.263 -0.142
H -0.22443 -5.06750 0.48794 0.555 0.443 -0.457
H 0.11086 -3.29876 0.46482 0.485 -0.350 -0.454
C -0.00424 1.13495 2.41471 2.705 -1.755 0.609
O -0.82393 0.92883 1.56037 -1.563 -0.729 -0.909
N 1.03218 0.37080 2.77281 1.397 -3.958 -0.027
N 0.11542 2.26034 3.03011 -1.885 5.036 0.867
H 1.70240 0.53573 3.51018 -0.480 0.682 -0.186
H 1.07433 -0.59833 2.49154 -0.216 0.034 -0.470
H 0.64598 2.52661 3.84725 -0.149 -0.284 -0.566
H -0.48441 2.88519 2.51063 0.005 1.114 0.915
C -1.61698 4.00855 -0.12318 -0.813 -0.412 -0.072
O -0.98775 5.02035 -0.24172 2.076 1.803 -1.055
N -1.69763 2.90565 -0.84530 1.257 -1.381 -2.725
N -2.50872 3.86076 0.81286 -2.516 1.222 4.217
H -2.24289 2.18392 -0.39595 0.660 -0.339 -0.831
H -0.97443 2.75640 -1.53436 -0.145 -0.621 0.020
H -2.93985 2.96595 0.99603 -0.277 0.278 0.644
H -2.55453 4.62223 1.47479 -0.299 -0.392 0.055
C 0.89146 -1.09048 -0.56740 0.690 1.952 -1.169
O 0.85194 -1.74926 0.40804 -0.529 -4.173 5.355
N 0.10944 -0.08498 -0.74868 -2.122 2.646 -1.973
N 1.84133 -1.24853 -1.44482 2.911 -0.580 -2.680
H -0.60106 0.18641 -0.08412 0.465 0.019 0.179
H 0.45466 0.55432 -1.45027 -1.018 0.531 0.069
H 2.04163 -0.56286 -2.15885 -0.287 -0.110 0.063
H 2.67575 -1.72796 -1.13826 0.013 -0.413 -0.087
C -3.92443 0.40472 0.97749 -2.524 6.567 -0.628
O -3.82310 1.41664 1.66897 -1.154 0.982 0.505
N -4.62190 0.30572 -0.14181 -2.574 1.352 -2.868
N -3.29775 -0.61075 1.20128 4.762 -7.819 2.407
H -5.31372 1.01834 -0.32525 0.356 -0.157 -0.249
H -4.56325 -0.49218 -0.75826 -0.272 0.278 0.298
H -2.85362 -0.63612 2.10804 0.743 -0.499 -0.712
H -3.16312 -1.21629 0.40423 0.552 -0.775 1.101
C 1.75176 2.29460 -2.78045 1.656 0.462 1.186
O 0.61050 2.17617 -2.44726 -3.401 -0.293 0.049
N 2.72772 2.00197 -1.92921 1.377 -0.442 0.309
N 2.14057 2.83182 -3.92605 -0.391 0.076 -1.093
H 3.64692 1.94218 -2.34345 0.234 -0.350 1.023
H 2.45305 1.65686 -1.02061 0.578 -0.170 -0.104
H 1.31187 3.19633 -4.37381 0.876 0.307 -0.968
H 3.12966 2.90353 -4.11753 -0.612 0.521 -0.618
O 3.23361 -4.34683 -3.20259 -0.416 -0.433 -0.772
H 3.14159 -4.20278 -2.26077 0.136 0.215 0.493
H 4.12585 -4.06377 -3.40262 0.206 0.153 0.060
O 4.14993 -3.21800 -0.86344 -0.844 0.140 -0.407
H 4.15698 -3.05147 0.07913 0.061 0.120 0.810
H 5.05768 -3.43534 -1.07554 0.816 -0.046 -0.138
```
Forces are in eV/Å.

Computed properties:
**Total charge**: -1
**Calculated total energy**: -40940.275 eV
**Frontier orbital gap (spin up / spin down)**: 2.405 / 9.347 eV
**Expectation value of S²**: 0.750
**Multiplicity**: 2
**Maximum force**: 9.47 eV/Å

---

Entry 5:
# C6H29NO7

A 8-piece molecular cluster, C6H29NO7 overall (wB97M-V/def2-TZVPD, OMol25).

```
43
Properties=species:S:1:pos:R:3:forces:R:3
C -1.56414 -2.94555 -1.81845 1.924 -0.533 1.896
C -2.10403 -1.47736 -1.75225 -0.478 -0.997 0.170
C -1.64288 -0.73682 -0.52826 3.594 -1.623 -0.315
C -2.71184 -0.12397 0.28327 5.923 0.595 4.580
C -2.28887 1.32704 0.65579 -4.981 0.938 -1.705
N -1.37936 1.65357 1.66679 0.655 -0.734 3.106
C -2.05110 1.75825 3.06955 5.579 2.262 -1.074
H -0.67245 -2.84245 -1.04937 -1.176 -1.015 -2.063
H -1.24360 -3.26087 -2.79058 0.672 0.362 -0.451
H -2.08179 -3.92788 -1.48988 -0.419 2.239 0.106
H -1.79040 -0.70466 -2.48498 -0.600 -1.711 -0.904
H -3.16904 -1.58029 -1.64362 -0.703 0.456 -0.595
H -0.70396 -1.33003 -0.09865 -2.616 0.316 0.736
H -0.89235 -0.04017 -0.86128 -0.405 1.512 -0.510
H -2.76826 -0.72871 1.19761 -0.319 0.232 0.278
H -3.62935 -0.06794 -0.04079 -4.667 -0.055 -2.673
H -3.37840 1.87747 0.80671 2.580 -0.986 0.526
H -2.08206 1.84944 -0.28191 0.759 -0.254 -0.199
H -0.55710 0.97744 1.81105 -1.820 1.127 -0.825
H -2.85950 2.41969 3.10456 -2.267 -0.313 -0.389
H -1.89559 0.85852 3.65391 -0.963 0.019 0.190
H -1.34671 2.60624 3.48906 -0.638 -1.872 0.174
H 4.44561 -0.64834 -1.33541 0.326 0.638 2.988
H 4.18816 -0.11607 0.22994 -0.343 -0.131 -1.016
O 4.78930 -0.57341 -0.36728 0.120 -0.507 -2.242
H 0.17068 3.06974 1.22820 -1.483 -0.725 0.474
H 1.64704 3.21104 1.37043 0.884 -0.215 0.596
O 0.92705 3.45330 0.81254 0.473 0.735 -1.264
H 0.98631 1.07905 3.29699 -0.146 0.332 2.287
H 1.71799 -0.08897 2.47547 0.678 -2.450 0.920
O 1.23020 0.69265 2.49731 -0.854 2.050 -2.900
H 1.93722 0.74186 -3.91328 -0.087 -0.595 1.323
H 1.83983 0.27374 -2.29114 0.534 0.458 -1.489
O 2.16655 0.08011 -3.22303 0.267 0.585 0.416
H 1.07288 -2.37812 -4.19969 -0.005 -0.010 -0.034
H 1.15751 -1.32781 -3.11092 -0.128 -0.013 -0.559
O 0.52379 -1.90255 -3.57079 -0.121 -0.432 -0.013
H 3.26507 -0.50719 2.17519 -0.290 -2.430 -0.638
H 3.15543 -2.13018 2.33944 -0.405 1.562 -0.872
O 2.81031 -1.34755 1.81665 1.253 0.864 1.626
H 1.78819 0.53215 0.27381 -0.205 -0.034 0.373
H 1.33591 1.64948 -0.74105 0.761 -2.221 0.614
O 1.65776 0.67611 -0.66164 -0.865 2.577 -0.651
```
Forces are in eV/Å.

Computed properties:
**Total charge**: 0
**Calculated total energy**: -22510.655 eV
**Frontier orbital gap**: 8.659 eV
**Multiplicity**: 1
**Maximum force**: 7.51 eV/Å

---

Entry 6:
# C6H29NO8

A 8-piece molecular cluster, C6H29NO8 overall (wB97M-V/def2-TZVPD, OMol25).

```
44
Properties=species:S:1:pos:R:3:forces:R:3
C 0.00233 1.29294 1.36163 0.144 -1.660 2.742
C 1.11272 0.33143 0.84039 -0.805 -0.622 0.367
C 0.87609 -0.08798 -0.62016 2.576 -0.575 -0.776
O 2.11533 0.01414 -1.36066 0.227 0.017 -0.802
C -1.40080 1.15811 0.71257 1.968 0.592 -0.177
N -2.03178 -0.11821 0.88766 -0.927 -1.097 0.595
C -2.77651 -0.30690 2.13675 0.421 0.267 0.788
C -2.78218 -0.74058 -0.20491 -0.434 -0.539 0.689
H 0.01736 1.00600 2.45881 -0.723 0.514 -0.792
H 0.25888 2.35449 1.42543 0.323 -0.109 -0.674
H 2.09909 0.65621 1.17684 0.170 1.197 -1.371
H 1.33438 -0.59103 1.44966 -1.748 0.151 -0.345
H 0.26641 0.50383 -1.29582 -0.766 0.094 0.820
H 0.59921 -1.15334 -0.72715 -0.451 0.524 0.432
H 2.86111 0.04381 -0.77022 0.438 -0.023 0.563
H -1.92713 2.07272 0.95732 -0.743 -0.208 0.372
H -1.12488 1.29777 -0.32628 -0.744 -0.166 -0.408
H -3.03059 -1.34752 2.38040 0.204 0.023 -0.683
H -2.15759 -0.01250 2.98477 0.138 0.257 -0.014
H -3.71636 0.25365 2.23910 0.026 0.208 -0.432
H -2.89311 -1.79410 0.09843 0.457 -0.008 -0.518
H -2.30773 -0.62862 -1.16940 0.232 -0.005 -0.146
H -3.84856 -0.47708 -0.29157 0.154 0.812 0.019
H 0.85923 2.45597 -2.83526 0.361 -0.577 -0.535
H 1.79780 1.32243 -3.34248 -0.276 -0.063 0.292
O 0.96644 1.78060 -3.53528 -0.034 0.828 0.384
H -4.28731 2.75544 -0.64960 0.432 0.321 -0.672
H -2.94738 3.27891 -1.40022 -0.665 -0.064 -0.380
O -3.33561 2.91511 -0.60433 -0.015 -0.123 0.867
H 3.76533 1.55554 0.94631 -0.014 0.423 -0.280
H 4.65086 0.51300 1.50346 0.363 -0.601 -0.024
O 4.46874 0.96024 0.67486 -0.247 0.450 0.101
H -1.95954 0.40541 -4.31568 0.143 0.154 -0.304
H -0.72245 1.13884 -3.63929 -0.230 -0.558 -0.329
O -1.50692 0.57327 -3.49137 0.014 0.178 0.654
H 1.73733 -3.37415 -0.50819 0.139 0.040 -0.554
H 1.64092 -3.47183 0.95109 0.168 0.000 0.320
O 2.30714 -3.35810 0.26320 -0.607 -0.151 0.160
H 3.74814 -2.29196 0.18986 0.387 0.162 -0.059
H 4.62201 -1.23365 -0.56051 -0.026 -0.407 0.557
O 4.59036 -1.79729 0.23280 -0.129 0.126 -0.395
H -0.11946 -2.84418 2.46207 0.278 0.174 0.471
H -0.98187 -2.06453 1.46694 -0.003 0.173 0.005
O -0.83943 -2.94630 1.84804 -0.176 -0.129 -0.533
```
Forces are in eV/Å.

Computed properties:
**Total charge**: 0
**Calculated total energy**: -24560.875 eV
**Frontier orbital gap**: 8.832 eV
**Multiplicity**: 1
**Maximum force**: 3.21 eV/Å